[1]
ORCA calculation (wB97M-V/def2-TZVPD) on C24H30FFeN4O9 as an isolated structure.

Output
E_HOMO (alpha / beta) = -6.8 / -6.8 eV
Frontier orbital gap (alpha / beta) = 5.09 / 5.09 eV
ΔE to the lowest compared entry with this formula, charge and spin = 0.597 eV
Maximum force = 0.70 eV Å⁻¹
Multiplicity = 6
LUMO level (alpha / beta) = -1.73 / -1.73 eV

```
69
C24H30FFeN4O9 wB97M-V/def2-TZVPD
Fe 3.6997 -0.6076 0.3540
O 5.4534 0.5221 -0.3501
C 5.2855 1.9202 -0.6046
C 5.2406 2.6248 0.7422
N 4.2659 2.0794 1.6432
C 4.6757 1.4790 2.8859
C 3.8739 0.2190 3.2443
O 3.8092 -0.1317 4.4104
O 3.2966 -0.3690 2.2525
C 2.9123 2.5571 1.5698
C 2.0043 1.8921 0.5263
O 0.8447 2.2896 0.4245
O 2.5284 0.9644 -0.1854
H 5.4370 0.0383 -1.1942
H 4.3699 2.0880 -1.1719
H 6.1427 2.2805 -1.1812
H 5.0544 3.6933 0.5508
H 6.2297 2.5575 1.2008
H 4.6008 2.1591 3.7459
H 5.7227 1.1771 2.8101
H 2.8691 3.6414 1.3902
H 2.4290 2.3960 2.5362
F -2.2717 -0.6016 2.8319
C -1.9761 -0.7070 1.5144
C -0.7010 -1.0079 1.1312
C -0.3853 -1.0382 -0.2256
C 1.0254 -1.2315 -0.5964
O 1.8160 -1.4801 0.3222
C 1.3382 -1.0314 -1.9786
C 0.3179 -0.8374 -2.8472
N -0.9997 -0.7479 -2.5189
C -1.9787 -0.4760 -3.5365
C -1.8883 -1.2210 -4.8281
C -2.9944 -1.5348 -3.8618
C -1.3645 -0.7707 -1.1838
C -2.6734 -0.5015 -0.7684
C -2.9801 -0.4493 0.5779
N -4.3120 -0.0845 0.9496
C -4.7047 1.2940 0.6968
C -6.1855 1.2838 0.2670
N -6.7505 -0.0399 0.7031
C -6.4018 -0.3036 2.1386
C -4.8791 -0.5585 2.2008
C 2.7485 -0.9792 -2.5631
O 2.8458 -0.9562 -3.7863
O 3.6949 -0.9309 -1.7169
H 0.0886 -1.1629 1.8567
H 0.5672 -0.7126 -3.8928
H -2.2986 0.5599 -3.5786
H -1.0978 -1.9503 -4.9311
H -2.1242 -0.6743 -5.7290
H -2.9146 -2.4625 -3.3116
H -4.0006 -1.2196 -4.1031
H -3.4526 -0.3205 -1.4966
H -4.0900 1.7161 -0.0928
H -4.5706 1.9199 1.5880
H -6.3152 1.3453 -0.8119
H -6.7731 2.0629 0.7480
H -6.2571 -0.7497 0.1513
H -7.7505 -0.1027 0.5258
H -6.9874 -1.1499 2.4886
H -6.6979 0.5850 2.6928
H -4.6691 -1.6218 2.3029
H -4.4819 -0.0509 3.0829
C 4.5351 -3.3496 0.8048
O 4.8522 -2.0198 0.5583
H 4.2518 -3.8712 -0.1209
H 3.7040 -3.4525 1.5160
H 5.3971 -3.8775 1.2306
```

***

[2]
ORCA calculation (wB97M-V/def2-TZVPD) on C2H5NO2 as an isolated structure.

Output
E_HOMO = -7.9 eV
Frontier orbital gap = 8.72 eV
ΔE to the lowest compared entry with this formula, charge and spin = 4.562 eV
Maximum force = 0.73 eV Å⁻¹
LUMO level = 0.83 eV

```
10
C2H5NO2 wB97M-V/def2-TZVPD
N 1.7813 0.0435 0.1214
C 0.6756 -0.2981 -0.5713
O 0.0950 -1.3724 -0.1457
C -1.1892 -0.0759 -0.3258
O -1.2255 1.2237 0.1090
H 2.1511 -0.5839 0.8330
H 2.3672 0.7920 -0.2107
H -1.4432 -0.1615 -1.3714
H -1.7924 -0.7101 0.3306
H -1.3753 1.2306 1.0627
```

***

[3]
ORCA calculation (wB97M-V/def2-TZVPD) on an isolated molecule of C2H5N3O2 in a non-equilibrium geometry.

Output
E_HOMO = -9.2 eV
Frontier orbital gap = 10.08 eV
SMILES = N/N=C/O/C=N\O
ΔE to the lowest compared entry with this formula, charge and spin = 5.347 eV
Maximum force = 3.11 eV Å⁻¹
LUMO level = 0.85 eV

```
12
C2H5N3O2 wB97M-V/def2-TZVPD
C -0.9015 -0.8752 0.1400
C 0.7505 0.7069 -0.1364
H -1.9019 -2.3183 1.9188
H -1.3480 -1.2292 3.2051
H -1.8027 -1.2966 -0.4344
H 0.6122 0.8667 0.9606
H 2.1342 1.6657 -2.4367
N -1.8276 -1.2926 2.2513
N -0.8406 -0.7090 1.4016
N 1.4884 1.4345 -0.8012
O 0.0668 -0.2769 -0.7077
O 1.3671 1.1884 -2.1919
```

***

[4]
ORCA calculation (wB97M-V/def2-TZVPD) on C39H46O37Pd as an isolated structure in a non-equilibrium geometry.

Output
Total charge = -1
E_HOMO (alpha / beta) = -4.8 / -6.3 eV
Frontier orbital gap (alpha / beta) = 5.00 / 5.00 eV
Maximum force = 10.26 eV Å⁻¹
Multiplicity = 4
LUMO level (alpha / beta) = 0.15 / -1.30 eV

```
123
C39H46O37Pd wB97M-V/def2-TZVPD
Pd 1.4243 0.5668 3.9873
C 0.9976 1.0164 -0.1984
C 0.9483 0.7139 1.1982
C -0.4762 0.4840 1.8271
O -0.5583 0.5074 3.0844
C -1.6159 0.2565 0.9260
C -1.4797 0.5235 -0.4033
C -0.0960 0.8933 -1.0018
O 0.1527 1.2233 -2.2377
O -2.5005 0.2317 -1.1126
O 1.9239 0.8154 1.9344
H 1.9742 1.3029 -0.5596
H -2.5866 -0.0276 1.3045
C -2.7269 2.0297 -5.5704
C -2.4558 0.8589 -4.6064
O -2.6552 -0.2829 -5.4880
C -3.2902 0.1558 -6.6071
O -3.6642 -0.5256 -7.5174
O -3.3984 1.4436 -6.6917
H -1.7654 2.4093 -5.9162
H -3.1686 2.9139 -5.1109
H -3.1286 0.8576 -3.7488
H -1.4182 1.0537 -4.3350
C -2.2524 3.9341 -0.5846
C -2.2785 3.6037 -2.0617
O -3.4465 4.2530 -2.5793
C -3.6583 5.3305 -1.7029
O -4.3890 6.2883 -1.8533
O -2.7564 5.2055 -0.6827
H -1.2728 4.0400 -0.1185
H -2.9437 3.3496 0.0226
H -2.3182 2.5208 -2.1788
H -1.3811 3.9131 -2.5975
C -1.3701 -2.3965 6.7368
C -1.4465 -1.7923 5.3570
O -2.7896 -2.0705 4.9743
C -3.4133 -2.8133 5.8769
O -4.5683 -3.3395 5.7694
O -2.5997 -2.8570 6.9540
H -1.0976 -1.6350 7.4674
H -0.6108 -3.1773 6.7810
H -0.7907 -2.4469 4.7830
H -1.2328 -0.7235 5.3563
C 5.8301 4.3564 4.5974
C 6.6998 3.0838 4.2172
O 5.7882 2.0749 4.4680
C 4.4835 2.5421 4.2483
O 3.4981 1.8004 4.2319
O 4.5784 3.9136 4.2253
H 6.2514 5.1227 3.9467
H 5.8258 4.6088 5.6578
H 7.6318 2.9443 4.7649
H 7.0205 3.1279 3.1764
C 1.4342 0.2223 -5.4473
C 1.0015 -1.1857 -5.5287
O 0.0746 -1.1518 -6.5370
C 0.1604 -0.0691 -7.2166
O -0.4211 0.0433 -8.2411
O 0.8505 0.8447 -6.5480
H 2.5202 0.3138 -5.4306
H 1.0050 0.6808 -4.5564
H 0.5215 -1.4766 -4.5944
H 1.8878 -1.7885 -5.7270
C -2.7632 1.5945 4.7815
C -2.5962 2.7955 3.9247
O -3.9421 3.1644 3.9082
C -4.7142 2.4230 4.6619
O -5.9074 2.7510 4.8238
O -4.1802 1.4474 5.1445
H -2.1350 1.6507 5.6705
H -2.4481 0.7084 4.2305
H -2.2610 2.5075 2.9283
H -1.8775 3.4724 4.3866
C 3.6560 -0.8461 -0.9309
C 3.1587 -1.0441 -2.3798
O 3.5784 -2.3737 -2.4818
C 4.5624 -2.6690 -1.6164
O 5.3061 -3.6761 -1.6898
O 4.5551 -1.9070 -0.6286
H 2.8273 -0.8189 -0.2233
H 4.2129 0.0660 -0.7159
H 3.7574 -0.3254 -2.9393
H 2.0810 -0.8820 -2.3596
C 1.9376 -2.9869 1.4618
C 3.0807 -3.9578 1.6487
O 2.9450 -4.8713 0.7089
C 1.9182 -4.6384 -0.1047
O 1.8273 -5.1969 -1.2498
O 1.3865 -3.4690 0.2422
H 2.2683 -1.9600 1.3060
H 1.2070 -2.9925 2.2706
H 2.8947 -4.3486 2.6491
H 4.0251 -3.4222 1.5517
C -2.4831 -3.1970 -0.1462
C -1.9017 -2.7634 -1.4756
O -1.5408 -3.9844 -2.1588
C -2.0486 -5.0337 -1.4698
O -1.9267 -6.2258 -1.7574
O -2.7041 -4.6028 -0.3624
H -3.4175 -2.6674 0.0395
H -1.7870 -3.0927 0.6860
H -0.9381 -2.2772 -1.3235
H -2.5243 -2.1616 -2.1377
C 6.0568 -0.8943 3.3234
C 5.4138 -0.6004 1.9807
O 6.1642 0.4427 1.4377
C 7.3464 0.5044 2.0728
O 8.2820 1.2623 1.8078
O 7.3514 -0.3813 3.0237
H 6.2195 -1.9449 3.5638
H 5.5472 -0.2725 4.0595
H 4.3434 -0.4001 2.0266
H 5.4402 -1.4510 1.2996
C -5.6080 -0.8193 -3.3771
C -5.8408 0.5550 -2.7665
O -6.5097 1.2496 -3.8098
C -6.5748 0.5764 -4.9055
O -7.0208 1.0170 -5.8787
O -6.1536 -0.6539 -4.6740
H -6.0244 -1.6278 -2.7763
H -4.5377 -1.0174 -3.4351
H -4.8967 1.0228 -2.4872
H -6.5499 0.6278 -1.9419
```

***

[5]
ORCA calculation (wB97M-V/def2-TZVPD) on C33H35N7O7S2Ta as an isolated structure.

Output
Total charge = +3
E_HOMO = -16.0 eV
Frontier orbital gap = 6.82 eV
ΔE to the lowest compared entry with this formula, charge and spin = 0.374 eV
Maximum force = 0.62 eV Å⁻¹
LUMO level = -9.14 eV

```
85
C33H35N7O7S2Ta wB97M-V/def2-TZVPD
Ta -0.2257 0.1666 0.6193
C 7.4529 -2.9157 1.3057
C 6.2064 -2.1774 0.9346
C 6.1544 -1.4445 -0.2552
C 5.0235 -0.7413 -0.6130
C 3.9169 -0.7849 0.2423
C 3.9354 -1.5069 1.4379
C 5.0831 -2.1940 1.7707
S 2.5282 0.0972 -0.2089
O 2.8033 0.9993 -1.2815
O 1.3193 -0.8035 -0.4884
N 1.7656 0.7637 1.0374
C 2.1373 1.8046 1.9008
C 3.3823 2.3264 2.1273
C 3.5336 3.3409 3.1008
C 2.4692 3.7915 3.8313
C 1.1749 3.2606 3.6070
C 0.0198 3.6425 4.3234
C -1.1826 3.0500 4.0341
C -1.2522 2.0942 3.0150
N -0.1984 1.7216 2.3006
C 1.0198 2.2788 2.6156
H 8.2677 -2.2107 1.4814
H 7.7665 -3.5692 0.4908
H 7.3182 -3.5151 2.2027
H 7.0190 -1.4241 -0.9062
H 4.9897 -0.1679 -1.5289
H 3.0741 -1.5181 2.0936
H 5.1224 -2.7518 2.6972
H 4.2470 1.9668 1.5837
H 4.5188 3.7514 3.2738
H 2.6017 4.5538 4.5876
H 0.0950 4.3920 5.1018
H -2.0807 3.3096 4.5757
H -2.1902 1.6101 2.7770
C -4.5996 2.0721 -0.0470
O -3.3707 2.8312 -0.3034
C -2.2363 2.2722 -0.1424
O -2.0702 1.1212 0.3689
N -1.1708 2.9877 -0.5182
N 0.0746 2.3526 -0.4166
H -5.3909 2.7203 -0.4023
H -4.6874 1.9034 1.0229
H -4.5655 1.1444 -0.6130
H -1.2779 3.8581 -1.0239
H 0.7044 2.9351 0.1343
H 0.4896 2.2278 -1.3423
N -2.7779 -0.9797 2.4984
N -2.2450 -2.2444 2.7665
C -0.9449 -2.4783 2.7922
N -0.5185 -3.6993 3.0657
S 0.2774 -1.2460 2.6074
H -3.3842 -0.7265 3.2732
H -3.3337 -1.0575 1.6466
H -2.8834 -3.0283 2.8436
H -1.1432 -4.4488 3.3291
H 0.4690 -3.8969 3.0668
O -0.7109 0.1159 -1.6672
C -1.8745 -0.7297 -2.0499
C -2.3116 -1.3479 -0.7079
O -3.4094 -1.7168 -0.4211
O -1.2985 -1.4184 0.1938
C -1.3780 -1.8013 -3.0036
C -0.8141 -2.9828 -2.5185
C -0.3164 -3.9283 -3.4007
C -0.3697 -3.6983 -4.7685
C -0.9243 -2.5235 -5.2551
C -1.4329 -1.5782 -4.3786
C -2.9503 0.1613 -2.6459
C -4.2420 -0.3386 -2.8172
C -5.2150 0.4423 -3.4209
C -4.9126 1.7200 -3.8754
C -3.6205 2.2039 -3.7465
C -2.6411 1.4246 -3.1414
H 0.0580 -0.3129 -2.0841
H -0.7646 -3.1807 -1.4544
H 0.1040 -4.8501 -3.0221
H 0.0126 -4.4404 -5.4565
H -0.9744 -2.3473 -6.3209
H -1.8870 -0.6774 -4.7701
H -4.4870 -1.3409 -2.4982
H -6.2109 0.0411 -3.5546
H -5.6726 2.3195 -4.3583
H -3.3647 3.1776 -4.1440
H -1.6230 1.7900 -3.1054
```